Entry from the Open Molecules 2025 dataset: C6H9N2O as an isolated structure at a distorted geometry (the ωB97M-V functional and the def2-TZVPD basis).

```
18
C6H9N2O, DFT the ωB97M-V functional and the def2-TZVPD basis
C 0.899 2.126 0.062
C -0.835 0.548 0.209
C -1.822 -0.193 0.722
C 1.873 1.046 0.284
C 1.507 -0.048 -0.848
C -2.220 -1.478 0.033
N -0.357 1.739 0.108
N 0.249 -0.746 -0.834
O -0.041 -1.048 -2.024
H 1.153 3.063 -0.129
H -2.284 0.155 1.575
H 2.912 1.462 0.159
H 1.633 0.474 1.131
H 1.652 0.630 -1.777
H 2.415 -0.828 -0.717
H -1.718 -1.573 -0.843
H -3.337 -1.703 -0.217
H -1.746 -2.283 0.687
```

Results
HOMO energy (alpha / beta) = -2.4 / -1.8 eV
Charge = -1
Max |F| = 5.444 eV/A
E_tot = -11389.997 eV
Frontier orbital gap (alpha / beta) = 6.49 / 5.95 eV

These are the Löwdin partial charges, in e, on atoms 1 to 5:
1 C -0.21
2 C -0.21
3 C -0.18
4 C -0.21
5 C -0.25

Entry from the Open Molecules 2025 dataset: a 15-piece molecular cluster, C5H40O14 overall at a distorted geometry (the ωB97M-V functional and the def2-TZVPD basis).

```
59
C5H40O14, DFT the ωB97M-V functional and the def2-TZVPD basis
C -0.501 2.520 2.496
C 0.835 2.400 1.764
C 1.314 0.939 1.635
C 2.828 0.882 1.396
C 0.556 0.228 0.507
H -1.287 1.967 1.982
H -0.391 2.097 3.482
H -0.803 3.559 2.600
H 0.729 2.865 0.770
H 1.596 2.995 2.337
H 1.118 0.417 2.586
H 3.165 -0.164 1.354
H 3.378 1.332 2.235
H 3.166 1.341 0.482
H -0.518 0.242 0.680
H 0.865 -0.816 0.448
H 0.803 0.707 -0.435
H -0.259 -0.451 -2.749
H -1.785 -0.259 -2.661
O -0.961 0.200 -2.925
H -1.119 -2.443 0.014
H 0.189 -3.264 -0.058
O -0.588 -2.977 -0.597
H -0.879 1.852 -2.308
H 0.130 2.937 -1.827
O -0.829 2.754 -1.907
H 3.218 -0.660 -0.808
H 4.035 -1.963 -1.177
O 3.254 -1.617 -0.727
H 0.462 -1.740 3.352
H 1.914 -1.663 3.830
O 1.319 -2.211 3.304
H -4.154 0.178 -0.554
H -3.501 1.298 0.281
O -3.949 0.429 0.361
H -3.251 -1.917 -2.662
H -2.861 -1.566 -1.193
O -3.116 -1.198 -2.041
H -2.979 -0.664 0.839
H -3.025 -2.137 1.456
O -2.426 -1.497 1.043
H 1.600 -2.885 1.734
H 2.353 -2.634 0.399
O 1.707 -3.239 0.821
H 1.804 0.894 -3.943
H 1.631 -0.240 -2.955
O 2.201 0.528 -3.146
H 0.210 -2.204 -1.898
H 1.744 -1.912 -1.992
O 0.914 -1.781 -2.461
H 2.158 2.652 -0.749
H 2.032 2.002 -2.175
O 1.880 2.811 -1.660
H -0.948 0.130 3.220
H -1.513 -1.087 2.426
O -1.040 -0.833 3.246
H -2.550 3.543 0.542
H -1.985 2.747 -0.746
O -2.653 2.758 0.012
```

Results
HOMO energy = -10.7 eV
Charge = 0
Max |F| = 1.273 eV/A
E_tot = -34502.652 eV
Frontier orbital gap = 10.94 eV

These are the Löwdin partial charges, in e, on atoms 1 to 5:
1 C -0.10
2 C -0.22
3 C -0.41
4 C -0.07
5 C -0.05

Entry from the Open Molecules 2025 dataset: C27H54BrCl3Li2N7NaO13PS as an isolated structure at a distorted geometry (the ωB97M-V functional and the def2-TZVPD basis).

```
110
C27H54BrCl3Li2N7NaO13PS, DFT the ωB97M-V functional and the def2-TZVPD basis
C -2.859 0.108 6.058
C -3.376 0.910 5.058
C -3.312 0.619 3.601
C -4.631 0.398 2.822
C -5.825 1.183 3.370
S -7.432 0.390 2.964
C -8.353 0.829 4.399
N -8.912 1.985 4.543
N -9.492 1.943 5.804
C -9.251 0.790 6.299
O -8.515 0.019 5.456
C -2.492 1.805 2.962
N -1.699 1.178 1.901
C -1.630 -0.186 2.178
N -0.900 -1.033 1.506
C -0.096 -0.628 0.353
Cl 0.402 -2.013 -0.626
C 1.136 0.224 0.733
C 2.104 -0.468 1.684
Cl 2.028 0.509 -0.829
P -0.919 -2.778 1.975
N -2.438 -3.255 1.485
O -0.944 -2.832 3.635
N -2.438 -0.481 3.201
H -1.795 0.018 6.271
H -3.526 -0.428 6.730
H -3.909 1.820 5.334
H -4.882 -0.652 2.744
H -4.481 0.746 1.776
H -5.823 1.297 4.451
H -5.896 2.191 2.954
H -9.534 0.422 7.266
H -3.126 2.684 2.726
H -1.728 2.011 3.739
H -0.775 1.574 1.797
H -0.762 -0.017 -0.267
H 0.889 1.224 1.078
H 2.153 -1.538 1.503
H 1.916 -0.221 2.724
H 3.095 -0.081 1.464
H -2.475 -3.260 0.461
H -2.676 -4.156 1.880
H -0.695 -3.697 3.961
H -2.042 -0.982 4.000
C 3.202 5.088 1.427
C 1.967 4.737 0.628
O 0.795 4.643 1.477
C 0.259 5.796 1.858
O 0.607 6.897 1.577
O -0.791 5.482 2.666
C -1.458 6.623 3.268
H 3.339 4.384 2.249
H 4.084 5.064 0.790
H 3.121 6.083 1.863
H 2.085 3.755 0.174
H 1.789 5.448 -0.177
H -1.752 7.342 2.510
H -0.804 7.083 4.003
H -2.348 6.249 3.769
Br -4.787 -0.909 0.363
C 4.370 -3.138 -6.044
C 3.296 -2.197 -5.542
N 3.804 -0.985 -4.792
C 4.538 -1.475 -3.574
C 2.635 -0.194 -4.244
C 1.709 0.469 -5.251
C 4.798 -0.143 -5.566
C 4.409 0.366 -6.943
O 4.154 -0.697 -7.834
C 3.200 -0.399 -8.852
H 4.928 -3.603 -5.232
H 3.901 -3.944 -6.604
H 5.079 -2.654 -6.709
H 2.641 -2.726 -4.847
H 2.677 -1.850 -6.361
H 3.874 -2.124 -3.009
H 4.819 -0.611 -2.976
H 5.429 -2.009 -3.882
H 3.051 0.560 -3.578
H 2.063 -0.898 -3.641
H 2.096 1.432 -5.577
H 0.763 0.682 -4.754
H 1.488 -0.146 -6.120
H 5.692 -0.756 -5.660
H 5.029 0.704 -4.920
H 5.265 0.934 -7.327
H 3.572 1.059 -6.899
H 3.058 0.673 -8.988
H 2.242 -0.861 -8.596
H 3.550 -0.832 -9.787
C 7.541 -4.487 -8.157
O 6.133 -4.718 -8.124
H 8.032 -5.331 -7.681
H 7.891 -4.404 -9.188
H 7.793 -3.572 -7.612
H 5.712 -3.967 -8.550
C -8.825 -3.429 4.910
O -8.882 -2.613 4.006
O -9.882 -3.378 5.830
O -7.953 -4.322 5.145
H -10.359 -2.645 5.413
C 4.018 -1.024 4.614
O 2.940 -1.718 4.787
O 5.046 -1.509 5.435
O 4.239 -0.086 3.887
H 4.487 -2.193 5.819
Na 2.546 -3.616 5.412
Li -1.683 3.736 2.618
Cl -2.486 -1.106 -1.117
Li -7.832 -6.191 5.095
```

Results
HOMO energy = -5.6 eV
Charge = +1
Max |F| = 2.962 eV/A
E_tot = -198471.247 eV
Frontier orbital gap = 2.23 eV

These are the Löwdin partial charges, in e, on atoms 1 to 5:
1 C 0.01
2 C -0.12
3 C -0.40
4 C -0.36
5 C -0.45

Entry from the Open Molecules 2025 dataset: the molecule C6H14NO2P at a distorted geometry (the ωB97M-V functional and the def2-TZVPD basis).

```
24
C6H14NO2P, DFT the ωB97M-V functional and the def2-TZVPD basis
C 2.524 -1.906 -0.590
O 1.348 -1.181 -0.689
C 1.420 0.134 -0.381
C 1.713 0.316 1.156
C 0.205 0.808 -0.887
P -1.157 -0.843 -0.518
N -2.594 -0.187 -1.184
C -3.398 0.592 -0.173
C -2.905 -0.075 1.132
O -1.557 -0.463 1.073
H 2.363 -2.773 -1.233
H 2.749 -2.292 0.331
H 3.273 -1.127 -0.960
H 2.443 0.510 -0.904
H 0.772 0.437 1.659
H 2.242 1.230 1.271
H 2.199 -0.630 1.583
H 0.348 1.103 -1.904
H 0.057 1.765 -0.341
H -3.289 -0.896 -1.707
H -4.550 0.584 -0.442
H -3.130 1.687 -0.207
H -2.981 0.739 1.889
H -3.452 -0.961 1.251
```

Results
HOMO energy = -7.9 eV
Charge = 0
Max |F| = 4.627 eV/A
E_tot = -21320.306 eV
SMILES string = CO[C@H](C)CP1NCCO1
Frontier orbital gap = 8.86 eV
Energy relative to the best compared isomer or geometry (same formula, charge and spin) = 2.885 eV

These are the Löwdin partial charges, in e, on atoms 1 to 5:
1 C -0.09
2 O -0.32
3 C -0.59
4 C -0.03
5 C -0.16

Entry from the Open Molecules 2025 dataset: a 3-piece molecular cluster, C23H34FN2O11S overall at a distorted geometry (the ωB97M-V functional and the def2-TZVPD basis).

```
72
C23H34FN2O11S, DFT the ωB97M-V functional and the def2-TZVPD basis
C 5.128 -4.168 0.221
C 5.103 -3.317 -1.176
C 5.816 -1.857 -1.020
C 5.119 -0.727 -1.950
C 4.827 0.635 -1.132
C 3.745 0.386 0.074
C 2.346 0.034 -0.643
C 1.047 0.771 0.001
C -0.246 0.428 -0.941
C -1.480 -0.219 -0.133
C -1.867 -1.720 -0.565
C -0.508 -2.605 -0.665
N 0.546 -3.188 -0.602
C -2.578 -1.850 -2.008
O -1.769 -1.288 -3.094
C -3.982 -1.026 -2.082
N -4.958 -0.304 -2.135
C -2.931 -3.357 -2.458
O -3.338 -3.507 -3.679
O -2.792 -4.488 -1.677
S -2.851 -2.459 0.848
O -2.141 -3.731 1.293
O -4.251 -2.895 0.460
F -3.014 -1.440 2.189
H 5.766 -5.128 0.139
H 5.598 -3.516 1.044
H 4.051 -4.406 0.578
H 4.016 -3.216 -1.573
H 5.655 -3.972 -1.956
H 6.905 -2.017 -1.374
H 5.885 -1.512 0.076
H 5.795 -0.525 -2.869
H 4.137 -1.179 -2.371
H 5.776 1.171 -0.776
H 4.298 1.359 -1.864
H 4.050 -0.554 0.675
H 3.697 1.298 0.776
H 2.138 -1.099 -0.601
H 2.407 0.335 -1.765
H 0.925 0.360 1.070
H 1.188 1.917 0.052
H 0.153 -0.214 -1.803
H -0.557 1.442 -1.416
H -1.221 -0.112 0.995
H -2.425 0.437 -0.281
H -2.251 -0.525 -3.492
C 2.663 7.121 -0.204
C 2.792 5.616 -0.293
C 1.477 4.910 -0.436
O 1.765 3.624 0.102
C 2.759 3.812 1.022
O 3.115 2.988 1.814
O 3.289 5.065 0.922
H 2.021 7.413 0.632
H 3.639 7.577 -0.022
H 2.249 7.533 -1.126
H 3.487 5.344 -1.095
H 1.154 4.834 -1.477
H 0.674 5.359 0.157
C -7.332 -1.129 1.282
C -7.347 -0.405 2.609
C -6.046 -0.491 3.340
O -6.448 -0.319 4.694
C -7.726 -0.792 4.775
O -8.313 -0.989 5.803
O -8.244 -1.017 3.532
H -7.073 -2.183 1.410
H -8.324 -1.105 0.822
H -6.616 -0.672 0.595
H -7.668 0.634 2.468
H -5.345 0.290 3.038
H -5.559 -1.466 3.246
```

Results
HOMO energy = -5.1 eV
Charge = -1
Max |F| = 9.805 eV/A
E_tot = -63452.447 eV
Frontier orbital gap = 6.64 eV
Energy relative to the best compared isomer or geometry (same formula, charge and spin) = 0.000 eV

These are the Löwdin partial charges, in e, on atoms 1 to 5:
1 C -0.14
2 C -0.24
3 C -0.22
4 C -0.21
5 C -0.22

Entry from the Open Molecules 2025 dataset: C23H62Ag2N4O9 as an isolated structure at a distorted geometry (the ωB97M-V functional and the def2-TZVPD basis).

```
100
C23H62Ag2N4O9, DFT the ωB97M-V functional and the def2-TZVPD basis
Ag 2.836 -3.449 -1.270
Ag 3.952 1.222 -4.330
C 0.016 0.577 -1.795
O 1.291 -0.048 -1.929
H -0.043 1.041 -0.810
H -0.153 1.423 -2.460
H -0.848 -0.084 -1.850
C 3.754 -4.298 -7.266
C 3.767 -3.784 -5.805
O 3.978 -2.596 -5.583
O 3.698 -4.588 -4.850
H 4.604 -3.985 -7.872
H 2.797 -4.136 -7.763
H 3.672 -5.385 -7.290
C -1.634 -3.849 -6.172
C -2.676 -4.946 -5.875
C -2.288 -6.418 -6.147
O -3.279 -7.357 -5.709
C -3.138 -8.657 -6.389
N -2.970 -4.843 -4.451
H -0.710 -4.093 -5.647
H -1.964 -2.870 -5.825
H -1.408 -3.844 -7.238
H -3.523 -4.707 -6.517
H -1.259 -6.580 -5.824
H -2.154 -6.467 -7.228
H -3.207 -8.489 -7.464
H -3.937 -9.337 -6.096
H -2.187 -9.097 -6.088
H -2.124 -5.058 -3.943
H -3.440 -5.681 -4.141
C 1.679 2.614 4.046
C 0.229 2.431 4.400
C -0.579 3.690 4.504
O -1.904 3.517 5.042
C -2.689 4.674 5.037
N -0.318 1.480 3.464
H 2.086 1.651 3.740
H 2.321 3.048 4.813
H 1.673 3.262 3.169
H 0.186 2.009 5.404
H -0.723 4.024 3.476
H -0.090 4.418 5.150
H -3.696 4.405 5.355
H -2.757 4.955 3.986
H -2.337 5.522 5.624
H -0.298 1.903 2.547
H -1.290 1.525 3.733
C -6.140 0.169 6.381
C -5.059 -0.566 5.637
C -5.175 -0.449 4.128
O -4.159 -1.246 3.559
C -4.283 -1.566 2.199
N -3.761 -0.251 6.138
H -6.170 1.199 6.026
H -6.071 0.180 7.469
H -7.140 -0.198 6.151
H -5.226 -1.606 5.918
H -4.951 0.532 3.707
H -6.192 -0.731 3.856
H -3.523 -2.280 1.882
H -4.169 -0.620 1.670
H -5.294 -1.931 2.017
H -3.561 0.700 5.862
H -3.147 -0.751 5.511
C 6.468 2.153 0.591
C 5.520 2.381 -0.617
C 5.459 3.815 -0.991
O 4.592 3.869 -2.182
C 4.522 5.119 -2.792
N 6.003 1.567 -1.681
H 6.260 1.186 1.048
H 6.410 2.893 1.390
H 7.478 2.197 0.185
H 4.517 2.134 -0.267
H 6.458 4.161 -1.253
H 5.046 4.424 -0.188
H 3.811 5.198 -3.613
H 5.503 5.367 -3.198
H 4.164 5.881 -2.099
H 6.016 0.639 -1.282
H 6.973 1.778 -1.867
C 1.147 -3.950 4.293
C 2.349 -3.143 3.733
O 1.897 -2.847 2.424
H 0.913 -4.786 3.634
H 0.310 -3.262 4.417
H 1.473 -4.271 5.282
H 3.291 -3.691 3.753
H 2.547 -2.227 4.288
H 1.362 -2.054 2.507
C -0.992 5.808 -0.774
C -1.436 7.242 -0.547
O -0.382 8.115 -0.735
H -0.081 5.573 -0.224
H -0.728 5.594 -1.810
H -1.817 5.112 -0.620
H -1.897 7.299 0.439
H -2.268 7.520 -1.194
H 0.220 7.876 -0.027
```

Results
HOMO energy (alpha / beta) = -11.9 / -11.9 eV
Spin multiplicity = 3
Charge = +2
Max |F| = 4.754 eV/A
E_tot = -57215.707 eV
Frontier orbital gap (alpha / beta) = 3.24 / 3.08 eV
Energy relative to the best compared isomer or geometry (same formula, charge and spin) = 7.499 eV

These are the Löwdin partial charges, in e, on atoms 1 to 5:
1 Ag 0.96
2 Ag 0.90
3 C -0.15
4 O -0.10
5 H 0.10

Entry from the Open Molecules 2025 dataset: a 10-piece molecular cluster, C19H41Br19N2O5P2 overall at a distorted geometry (the ωB97M-V functional and the def2-TZVPD basis).

```
88
C19H41Br19N2O5P2, DFT the ωB97M-V functional and the def2-TZVPD basis
N 1.529 -0.616 -1.867
P 0.361 0.174 -2.657
O 1.133 0.934 -3.980
O -0.250 1.347 -1.598
O -0.785 -1.024 -3.126
C -2.091 -0.503 -3.436
O -2.601 -0.790 -4.550
N -2.924 0.300 -2.537
P -3.212 1.943 -3.162
O -1.825 2.586 -3.913
Br -3.463 3.224 -1.266
H 1.570 -0.200 -0.914
H 1.556 1.759 -3.636
H -0.917 0.936 -0.990
H -3.816 -0.218 -2.438
H -1.326 1.911 -4.430
Br 1.564 0.332 2.411
C 2.356 2.091 2.148
C 2.004 2.649 0.794
Br 3.055 1.800 -0.605
H 3.429 1.980 2.306
H 1.940 2.716 2.940
H 2.252 3.710 0.739
H 0.956 2.513 0.528
Br -1.574 -1.491 0.861
C 0.055 -2.563 0.852
C -0.084 -3.763 -0.051
Br -1.157 -5.156 0.791
H 0.267 -2.826 1.887
H 0.833 -1.894 0.483
H 0.888 -4.223 -0.232
H -0.554 -3.531 -1.005
Br -4.078 0.836 1.033
C -4.845 2.304 2.057
C -6.231 1.967 2.544
Br -7.540 2.111 1.107
H -4.815 3.187 1.418
H -4.166 2.448 2.899
H -6.558 2.684 3.299
H -6.312 0.959 2.948
Br 1.754 -4.636 3.228
C 1.834 -3.231 4.576
C 0.878 -3.504 5.708
Br -0.956 -3.092 5.194
H 1.639 -2.288 4.065
H 2.865 -3.239 4.933
H 1.089 -2.851 6.556
H 0.889 -4.540 6.043
Br 0.205 -2.360 9.546
C 1.422 -0.848 9.369
C 0.671 0.429 9.088
Br 0.085 0.511 7.231
H 2.138 -1.107 8.589
H 1.940 -0.786 10.327
H 1.323 1.294 9.218
H -0.217 0.553 9.706
Br -1.114 4.487 -6.775
C 0.520 3.426 -6.798
C 0.372 2.210 -7.677
Br -0.673 0.820 -6.798
H 0.755 3.181 -5.762
H 1.287 4.093 -7.192
H 1.345 1.753 -7.869
H -0.117 2.422 -8.627
Br 1.168 -2.784 -11.045
C 0.289 -3.532 -9.474
C 0.108 -2.490 -8.399
Br 1.780 -2.144 -7.461
H 0.885 -4.385 -9.152
H -0.679 -3.886 -9.833
H -0.580 -2.846 -7.631
H -0.246 -1.534 -8.781
Br 4.230 -6.054 5.437
C 5.893 -5.923 4.429
C 5.786 -6.633 3.104
Br 5.917 -8.565 3.324
H 6.683 -6.316 5.067
H 6.051 -4.853 4.280
H 6.621 -6.364 2.455
H 4.850 -6.436 2.583
Br -3.555 5.809 0.738
C -2.751 7.558 0.439
C -3.104 8.095 -0.926
Br -2.057 7.226 -2.320
H -1.679 7.446 0.593
H -3.162 8.198 1.221
H -2.852 9.154 -0.999
H -4.154 7.958 -1.184
```

Results
HOMO energy = -8.7 eV
Charge = 0
Max |F| = 6.119 eV/A
E_tot = -1382972.605 eV
SMILES string = N=P(O)(O)OC(=O)NP(O)Br.BrCCBr.BrCCBr.BrCCBr.BrCCBr.BrCCBr.BrCCBr.BrCCBr.BrCCBr.BrCCBr
Frontier orbital gap = 8.65 eV

These are the Löwdin partial charges, in e, on atoms 1 to 5:
1 N -0.21
2 P 0.64
3 O -0.21
4 O -0.23
5 O -0.11